No. 1
The following is a quantum chemistry calculation of a cluster of 5 separate species, C25H51O20S5 in total at a distorted geometry, from the Open Molecules 2025 dataset.

Output
- maximum force (Eh/bohr) = 0.068
- HOMO-LUMO gap (eV) = 9.8978

The geometry in ORCA input format:
```
! wB97M-V def2-TZVPD RIJCOSX def2/J DEFGRID3
* xyz 1 1
C 1.960 -3.683 2.532
C 2.497 -2.300 2.744
O 2.351 -1.428 1.618
C 1.088 -0.910 1.477
S 1.034 0.098 -0.025
C 1.429 -0.851 -1.505
C 2.839 -0.585 -1.946
C 3.830 -0.926 -0.859
C 4.242 -2.377 -0.922
C 3.078 -3.361 -0.718
C 2.923 -4.317 -1.914
C 1.587 -4.298 -2.668
C 0.298 -4.514 -1.928
C -0.869 -4.475 -2.924
C -2.235 -4.791 -2.298
O -3.073 -3.650 -2.222
C -3.479 -3.273 -0.936
C -0.729 0.440 -0.195
C -1.534 -0.751 -0.694
C -2.003 -0.559 -2.100
O -1.600 0.325 -2.796
O -2.931 -1.415 -2.525
H 0.993 -3.691 2.091
H 2.628 -4.276 1.937
H 1.911 -4.156 3.497
H 3.555 -2.392 2.893
H 2.087 -1.850 3.638
H 0.272 -1.624 1.471
H 0.886 -0.203 2.276
H 0.741 -0.469 -2.242
H 1.190 -1.892 -1.419
H 3.062 -1.183 -2.814
H 2.918 0.440 -2.271
H 4.718 -0.339 -1.022
H 3.470 -0.610 0.108
H 4.983 -2.545 -0.178
H 4.674 -2.525 -1.890
H 2.146 -2.877 -0.506
H 3.288 -3.963 0.148
H 3.666 -4.095 -2.658
H 3.109 -5.325 -1.585
H 1.522 -3.409 -3.279
H 1.645 -5.115 -3.371
H 0.261 -5.466 -1.418
H 0.089 -3.765 -1.176
H -0.669 -5.151 -3.733
H -0.961 -3.455 -3.268
H -2.067 -5.215 -1.318
H -2.697 -5.562 -2.891
H -2.753 -2.605 -0.499
H -4.404 -2.732 -1.006
H -3.651 -4.117 -0.287
H -1.060 0.609 0.811
H -0.860 1.308 -0.810
H -2.413 -0.834 -0.079
H -1.023 -1.688 -0.565
H -2.721 -2.320 -2.265
C 6.978 -6.545 -0.654
C 8.375 -5.977 -0.530
O 8.450 -4.994 -1.574
S 7.020 -4.327 -1.790
O 6.980 -3.106 -1.076
O 6.688 -4.400 -3.160
O 6.158 -5.409 -0.985
H 6.910 -7.266 -1.469
H 6.629 -7.002 0.266
H 9.148 -6.727 -0.664
H 8.520 -5.472 0.427
C 1.943 3.824 -0.248
C 1.279 5.180 -0.313
O 0.287 5.118 0.731
S 0.813 4.202 1.933
O 1.351 5.027 2.939
O -0.176 3.221 2.206
O 2.018 3.508 1.147
H 1.325 3.063 -0.732
H 2.935 3.823 -0.688
H 0.808 5.377 -1.270
H 1.981 5.982 -0.082
C -2.577 6.598 2.243
C -3.814 6.142 1.504
O -4.803 7.123 1.837
S -4.102 8.554 2.027
O -4.232 9.287 0.828
O -4.511 9.073 3.276
O -2.596 8.029 2.140
H -2.626 6.329 3.300
H -1.666 6.200 1.809
H -4.147 5.153 1.807
H -3.665 6.159 0.422
C -8.797 7.901 2.276
C -8.051 7.182 3.376
O -8.833 6.005 3.630
S -9.512 5.512 2.270
O -8.720 4.484 1.704
O -10.895 5.340 2.497
O -9.271 6.847 1.424
H -9.659 8.446 2.665
H -8.163 8.581 1.715
H -7.961 7.777 4.279
H -7.060 6.869 3.045
*
```



No. 2
The following is a quantum chemistry calculation of a cluster of 9 separate species, C25H52F9N10O24P in total at a distorted geometry, from the Open Molecules 2025 dataset.

Output
- SMILES = CCC[C@H](O[C@@](C)(CC(=O)O)C(F)(F)C(F)(F)C(F)(F)C(F)(F)F)[C@](COCOCCO)(NN)P(O)O.C[N+](=O)[O-].C[N+](=O)[O-].C[N+](=O)[O-].C[N+](=O)[O-].C[N+](=O)[O-].C[N+](=O)[O-].C[N+](=O)[O-].C[N+](=O)[O-]
- maximum force (Eh/bohr) = 0.118
- HOMO-LUMO gap (eV) = 7.4978

The geometry in ORCA input format:
```
! wB97M-V def2-TZVPD RIJCOSX def2/J DEFGRID3
* xyz 0 1
C -0.276 1.589 2.010
C 0.698 0.652 2.682
C 0.238 -0.766 2.844
C -0.114 -1.467 1.551
O -1.248 -2.298 1.805
C -2.469 -2.149 1.136
C -2.439 -1.582 -0.249
C -3.047 -3.565 1.084
C -3.008 -4.186 -0.230
O -2.157 -4.857 -0.628
O -4.079 -3.949 -0.924
C -3.378 -1.303 2.030
F -2.758 -0.349 2.553
F -3.696 -2.082 3.037
C -4.727 -0.793 1.510
F -5.316 -1.660 0.821
F -5.477 -0.627 2.555
C -4.777 0.571 0.754
F -3.673 1.239 0.741
F -5.089 0.348 -0.473
C -5.876 1.488 1.286
F -6.995 0.964 1.215
F -5.921 2.535 0.531
F -5.614 1.897 2.431
C 1.049 -2.403 1.222
C 0.881 -3.134 -0.139
O 1.533 -2.560 -1.237
C 0.735 -1.729 -1.988
O 1.439 -1.379 -3.101
C 1.275 -0.019 -3.482
C 2.372 0.883 -2.995
O 1.851 1.901 -2.171
N 1.037 -3.430 2.216
N 2.363 -3.811 2.641
P 2.690 -1.469 1.195
O 2.464 -0.291 0.086
O 3.795 -2.429 0.505
H -0.912 2.042 2.716
H -0.910 1.119 1.294
H 0.238 2.359 1.508
H 0.847 1.027 3.658
H 1.638 0.739 2.201
H 1.005 -1.282 3.346
H -0.579 -0.789 3.505
H -0.222 -0.684 0.839
H -2.218 -0.547 -0.201
H -3.364 -1.659 -0.743
H -1.695 -2.001 -0.867
H -2.479 -4.179 1.716
H -4.050 -3.613 1.431
H -4.019 -4.482 -1.723
H 1.352 -4.071 -0.010
H -0.146 -3.360 -0.330
H -0.115 -2.299 -2.316
H 0.408 -0.877 -1.421
H 1.291 -0.014 -4.533
H 0.311 0.328 -3.200
H 2.793 1.383 -3.822
H 3.164 0.356 -2.529
H 1.312 1.488 -1.498
H 0.517 -4.223 1.895
H 2.363 -4.801 2.791
H 2.561 -3.366 3.522
H 3.172 -0.296 -0.558
H 3.505 -3.345 0.503
C -5.721 5.680 0.618
N -5.462 6.913 -0.184
O -5.303 6.817 -1.387
O -5.434 7.959 0.427
H -5.719 4.826 -0.041
H -4.930 5.601 1.355
H -6.688 5.803 1.093
C -2.936 -5.015 5.635
N -1.772 -4.828 4.720
O -1.929 -5.107 3.547
O -0.749 -4.410 5.214
H -3.770 -5.390 5.057
H -2.638 -5.724 6.399
H -3.163 -4.048 6.070
C 6.870 2.341 -4.739
N 5.471 2.107 -4.283
O 5.210 2.323 -3.125
O 4.681 1.714 -5.117
H 7.451 2.683 -3.894
H 7.251 1.400 -5.121
H 6.838 3.089 -5.523
C -2.128 8.304 2.489
N -2.301 6.836 2.689
O -1.318 6.169 2.911
O -3.440 6.409 2.613
H -1.077 8.539 2.582
H -2.499 8.542 1.497
H -2.714 8.807 3.250
C -2.707 5.622 -3.166
N -1.955 5.555 -4.450
O -1.490 6.585 -4.890
O -1.867 4.467 -4.973
H -2.711 6.648 -2.825
H -3.716 5.276 -3.362
H -2.204 4.973 -2.456
C 4.406 1.802 -8.673
N 5.792 2.139 -9.109
O 5.931 2.717 -10.166
O 6.695 1.806 -8.368
H 3.713 2.152 -9.425
H 4.353 0.725 -8.564
H 4.233 2.293 -7.721
C 2.132 -4.974 7.501
N 2.729 -4.727 6.158
O 3.478 -5.566 5.702
O 2.413 -3.694 5.607
H 2.496 -5.924 7.867
H 2.439 -4.159 8.147
H 1.054 -4.984 7.377
C 5.796 -3.322 -1.917
N 7.117 -2.849 -2.423
O 7.136 -2.220 -3.463
O 8.091 -3.125 -1.755
H 5.027 -3.004 -2.609
H 5.841 -4.404 -1.854
H 5.642 -2.880 -0.939
*
```



No. 3
The following is a quantum chemistry calculation of a structure of composition C25H52N2O9S2V at a distorted geometry, from the Open Molecules 2025 dataset.

Output
- maximum force (Eh/bohr) = 0.136
- HOMO-LUMO gap (eV) = 6.5119

The geometry in ORCA input format:
```
! wB97M-V def2-TZVPD RIJCOSX def2/J DEFGRID3
* xyz -1 1
O -0.903 -0.896 -1.000
V 0.422 -0.151 -0.384
O -0.213 0.894 0.597
C 3.278 0.291 0.992
C 2.650 -0.788 2.003
C 2.273 -0.055 3.309
C 1.497 -0.808 4.383
C 0.304 -1.538 3.730
C 0.749 -2.480 2.466
N 1.474 -1.641 1.509
O 1.604 -2.048 0.043
C -0.661 -2.846 1.887
C 1.490 -3.760 2.946
C 3.805 -1.701 2.482
H 3.920 -0.167 0.240
H 4.053 0.865 1.499
H 2.498 0.950 0.609
H 1.672 0.766 2.918
H 3.218 0.330 3.692
H 1.108 -0.131 5.143
H 2.120 -1.551 4.881
H -0.228 -0.661 3.361
H -0.512 -1.890 4.360
H -1.215 -1.955 1.592
H -1.202 -3.341 2.694
H -0.713 -3.511 1.025
H 1.889 -3.820 3.959
H 2.225 -4.183 2.260
H 0.752 -4.561 2.995
H 3.471 -2.178 3.403
H 4.699 -1.099 2.644
H 3.918 -2.524 1.776
C 1.364 -1.400 -3.449
C 0.779 -0.018 -4.077
C -0.502 -0.551 -4.767
C -1.245 0.684 -5.357
C -1.680 1.621 -4.254
C -0.560 2.162 -3.333
N 0.424 1.010 -3.097
O 1.336 1.235 -1.960
C -1.248 2.579 -2.022
C 0.039 3.397 -4.003
C 1.803 0.596 -5.134
H 2.209 -1.273 -2.773
H 1.769 -1.954 -4.295
H 0.771 -2.104 -2.865
H -1.192 -1.009 -4.058
H -0.222 -1.361 -5.441
H -2.136 0.350 -5.888
H -0.688 1.137 -6.177
H -2.495 1.216 -3.653
H -2.188 2.416 -4.800
H -1.917 1.834 -1.592
H -1.817 3.493 -2.191
H -0.549 2.740 -1.201
H -0.491 4.349 -4.035
H 0.281 3.311 -5.062
H 1.008 3.577 -3.537
H 2.102 -0.049 -5.961
H 2.703 0.990 -4.662
H 1.443 1.465 -5.684
C 1.297 3.572 1.895
C 1.879 4.822 2.416
O 1.258 4.950 3.683
C 0.177 4.270 3.651
O -0.681 4.149 4.532
O 0.174 3.380 2.699
H 1.863 2.643 1.817
H 0.922 3.763 0.889
H 1.601 5.720 1.865
H 2.943 4.682 2.608
C -2.907 1.684 2.395
S -3.781 1.671 3.972
O -5.246 1.530 3.752
C -3.005 0.120 4.788
H -1.839 1.669 2.613
H -3.145 2.590 1.838
H -3.095 0.849 1.721
H -1.934 0.137 4.590
H -3.322 -0.819 4.333
H -3.142 -0.047 5.856
C -3.393 -2.425 -2.424
S -3.662 -4.236 -2.409
O -3.193 -4.615 -3.810
C -2.219 -4.494 -1.338
H -4.102 -2.112 -3.190
H -2.347 -2.161 -2.580
H -3.818 -2.102 -1.473
H -2.105 -5.488 -0.906
H -2.377 -3.760 -0.547
H -1.346 -4.197 -1.918
*
```



Calculated calculated total energy, -121865.7045; -124529.2634; -95529.0955 eV (same order as the records).
Calculated highest occupied orbital energy, -12.257; -7.604; -4.283 eV (same order as the records).